A single C4H4F2O2 molecule, computed with the ωB97M-V functional and the def2-TZVPD basis.

Calculated values
HOMO (eV): -9.77
LUMO (Ha): 0.024
SMILES string: C/C(F)=C(/F)C(=O)O
HOMO-LUMO gap (eV): 10.42

Atoms and positions in Å:
1 C 1.386 1.033 -0.027
2 C 1.103 -0.422 -0.018
3 C -0.111 -0.960 -0.041
4 C -1.421 -0.164 -0.013
5 H 0.892 1.535 -0.840
6 H 2.443 1.200 -0.081
7 H 1.015 1.501 0.911
8 H -3.267 -0.338 0.124
9 O -2.519 -0.971 -0.019
10 O -1.429 1.072 0.000
11 F 2.149 -1.209 0.016
12 F -0.241 -2.278 -0.012

3 unconnected molecules or ions with the total composition C3H12NO4, computed with the ωB97M-V functional and the def2-TZVPD basis.

Calculated values
HOMO (eV): -14.68
Net charge: +1
LUMO (Ha): -0.110
HOMO-LUMO gap (eV): 11.69

Atoms and positions in Å:
1 C 0.276 0.966 0.507
2 C -0.248 1.549 -0.795
3 C -1.330 0.581 -1.386
4 O -1.811 1.146 -2.485
5 O -1.566 -0.515 -0.960
6 N 1.070 -0.235 0.104
7 H 0.886 1.780 1.019
8 H -0.607 0.714 1.099
9 H 0.376 2.058 -1.539
10 H -0.948 2.318 -0.432
11 H -2.490 0.557 -2.896
12 H 1.736 -0.126 -0.662
13 H 0.322 -0.988 -0.084
14 H 1.710 -0.650 0.813
15 H 2.934 -0.928 2.967
16 H 2.801 0.661 2.695
17 O 2.382 -0.203 2.662
18 H 0.724 -3.252 1.287
19 H -0.740 -2.739 1.207
20 O 0.181 -2.458 1.247

A molecular structure, C15H23F5N4O3PdSeSi, computed with the ωB97M-V functional and the def2-TZVPD basis.

Calculated values
HOMO (spin up / spin down) (eV): -7.33 / -7.23
LUMO (spin up / spin down) (Ha): -0.010 / -0.048
2S+1: 3
⟨S²⟩: 2.0056
HOMO-LUMO gap (spin up / spin down) (eV): 7.05 / 5.91

Atoms and positions in Å:
1 Pd 0.074 0.177 -1.467
2 N -0.136 -1.628 0.298
3 C 1.097 -1.488 1.061
4 C 1.130 -2.398 2.302
5 C -0.178 -2.488 3.102
6 C -0.742 -1.129 3.539
7 N 0.274 -0.347 4.187
8 C 0.601 -0.335 5.442
9 N 1.652 0.422 5.794
10 N -0.053 -1.022 6.406
11 C 1.472 0.019 1.334
12 O 1.946 0.304 2.473
13 O 1.357 0.836 0.426
14 H -0.958 -1.556 0.888
15 H -0.146 -2.500 -0.224
16 H 1.901 -1.784 0.374
17 H 1.941 -2.065 2.949
18 H 1.382 -3.411 1.979
19 H 0.034 -3.077 3.997
20 H -0.938 -3.027 2.532
21 H -1.613 -1.261 4.186
22 H -1.057 -0.539 2.673
23 H 1.046 0.000 3.448
24 H 2.197 0.826 5.050
25 H 2.019 0.439 6.726
26 H -0.935 -1.453 6.191
27 H 0.125 -0.820 7.373
28 C 2.816 -1.751 -4.439
29 Si 1.544 -0.906 -3.295
30 C 1.465 0.958 -3.871
31 C -0.173 -1.765 -3.632
32 O 1.913 -1.019 -1.778
33 H 2.487 -1.762 -5.471
34 H 2.986 -2.770 -4.116
35 H 3.756 -1.220 -4.373
36 H 1.000 1.083 -4.844
37 H 2.479 1.342 -3.926
38 H 0.931 1.598 -3.138
39 H -0.553 -1.607 -4.636
40 H -0.951 -1.429 -2.925
41 H -0.060 -2.836 -3.485
42 F -3.909 5.090 -4.358
43 C -3.336 4.310 -3.434
44 C -2.697 3.129 -3.805
45 F -2.654 2.752 -5.089
46 C -2.141 2.328 -2.826
47 F -1.562 1.145 -3.183
48 C -2.175 2.656 -1.467
49 Se -1.489 1.501 -0.168
50 C -2.820 3.853 -1.128
51 F -2.891 4.192 0.165
52 C -3.402 4.663 -2.085
53 F -4.057 5.775 -1.730

A molecular structure, C10H23BeN4O3PS3, computed with the ωB97M-V functional and the def2-TZVPD basis.

Calculated values
HOMO (spin up / spin down) (eV): -3.71 / -4.65
Net charge: -1
LUMO (spin up / spin down) (Ha): 0.062 / 0.060
2S+1: 2
⟨S²⟩: 0.7668
HOMO-LUMO gap (spin up / spin down) (eV): 5.41 / 6.28

Atoms and positions in Å:
1 Be -1.220 -2.225 -1.036
2 C -3.765 4.658 -0.362
3 C -2.634 3.787 0.140
4 O -2.006 3.147 -0.978
5 P -2.016 1.538 -1.074
6 S -1.191 1.023 -2.783
7 S -1.255 0.747 0.609
8 O -3.606 1.316 -1.063
9 C -4.144 -0.026 -1.078
10 C -4.908 -0.247 -2.363
11 H -4.231 5.193 0.469
12 H -4.517 4.039 -0.849
13 H -3.395 5.388 -1.083
14 H -2.996 3.038 0.845
15 H -1.863 4.376 0.644
16 H -4.791 -0.107 -0.202
17 H -3.353 -0.771 -0.983
18 H -5.720 0.477 -2.472
19 H -5.322 -1.256 -2.365
20 H -4.234 -0.153 -3.214
21 O -2.386 -2.898 -1.181
22 S 1.923 -3.977 1.381
23 C 3.181 -2.954 1.907
24 N 2.821 -2.051 2.917
25 C 3.630 -0.984 3.303
26 C 4.853 -0.875 2.683
27 C 5.202 -1.831 1.730
28 N 4.377 -2.873 1.363
29 H 1.893 -2.177 3.286
30 H 3.265 -0.342 4.088
31 H 5.544 -0.090 2.967
32 H 6.179 -1.818 1.262
33 N 3.195 0.240 0.053
34 C 2.582 -1.041 -0.446
35 C 1.229 -0.812 -1.071
36 N 0.463 -2.063 -0.954
37 H 4.014 -0.038 0.628
38 H 2.520 0.707 0.663
39 H 3.456 0.886 -0.689
40 H 2.431 -1.609 0.458
41 H 3.325 -1.556 -1.051
42 H 1.289 -0.470 -2.100
43 H 0.683 -0.053 -0.504
44 H 0.611 -2.445 -0.001
45 H 0.885 -2.818 -1.494

A molecular structure, C18H20IIrN5PS2, computed with the ωB97M-V functional and the def2-TZVPD basis.

Calculated values
HOMO (spin up / spin down) (eV): -16.95 / -16.95
Net charge: +3
LUMO (spin up / spin down) (Ha): -0.395 / -0.446
2S+1: 2
⟨S²⟩: 0.7591
HOMO-LUMO gap (spin up / spin down) (eV): 6.21 / 4.82

Atoms and positions in Å:
1 Ir -0.082 -1.591 0.413
2 S 0.010 -1.373 2.741
3 C 1.688 -1.083 2.317
4 N 1.804 -0.999 1.003
5 C 3.129 -0.868 0.588
6 C 3.607 -0.769 -0.715
7 C 4.969 -0.620 -0.893
8 C 5.841 -0.567 0.201
9 C 5.374 -0.663 1.497
10 C 4.003 -0.818 1.678
11 S 3.135 -0.991 3.190
12 H 2.934 -0.826 -1.563
13 H 5.374 -0.551 -1.893
14 H 6.902 -0.457 0.028
15 H 6.054 -0.631 2.338
16 I -0.110 -2.594 -2.131
17 C -1.928 -3.077 -1.178
18 C -2.934 -3.869 -1.659
19 C -4.016 -4.081 -0.802
20 C -4.023 -3.505 0.460
21 C -2.953 -2.724 0.856
22 N -1.910 -2.505 0.035
23 H -2.889 -4.316 -2.642
24 H -4.841 -4.703 -1.126
25 H -4.846 -3.666 1.143
26 H -2.904 -2.272 1.838
27 C -1.524 2.853 -1.725
28 N -0.130 2.758 -1.247
29 C 0.139 3.610 -0.093
30 N -0.759 3.010 0.889
31 C -2.183 3.121 0.516
32 N -2.435 2.355 -0.700
33 C -2.302 0.916 -0.488
34 P -0.593 0.491 0.064
35 C 0.416 1.427 -1.203
36 C -0.362 1.738 1.432
37 H -1.621 2.277 -2.644
38 H -1.746 3.899 -1.932
39 H -0.149 4.638 -0.299
40 H 1.178 3.552 0.221
41 H -2.415 4.171 0.341
42 H -2.793 2.754 1.340
43 H -2.527 0.377 -1.411
44 H -3.016 0.581 0.268
45 H 0.295 0.945 -2.175
46 H 1.470 1.428 -0.920
47 H 0.675 1.750 1.771
48 H -1.008 1.467 2.269

Number 1: F_max 2.69 eV Å⁻¹. Number 2: F_max 3.01 eV Å⁻¹. Number 3: F_max 3.28 eV Å⁻¹. Number 4: F_max 0.61 eV Å⁻¹. Number 5: F_max 0.31 eV Å⁻¹.